Computed, not measured: the molecule C5H8O2, with ωB97M-V/def2-TZVPD.

Each line ends with the Mulliken charge.
CARTESIAN COORDINATES (ANGSTROEM)
1 O -2.680 -0.523 0.102  -0.325
2 O 2.267 0.173 -0.751  -0.530
3 C 1.539 0.315 0.430  -0.145
4 C -0.571 -0.892 -0.645  -0.458
5 C -1.841 -0.087 -0.824  -0.469
6 C 0.416 1.289 0.392  -0.717
7 C 0.123 -0.194 0.516  0.051
8 H -0.203 -0.537 1.496  0.363
9 H 0.045 -0.831 -1.548  0.271
10 H 2.128 0.265 1.348  0.310
11 H -0.768 -1.945 -0.399  0.352
12 H 2.585 -0.738 -0.791  0.332
13 H 0.213 1.730 -0.579  0.272
14 H -3.460 0.049 0.070  0.411
15 H 0.236 1.939 1.242  0.281

Computed properties:
Energy relative to the best compared isomer or geometry (same formula, charge and spin): 3.831 eV
Charge: 0
Spin multiplicity: 1

=====

Computed, not measured: a structure of composition C30H56BrCaClFN6NaO8S in a non-equilibrium geometry, with ωB97M-V/def2-TZVPD.

Each line ends with the Mulliken charge.
CARTESIAN COORDINATES (ANGSTROEM)
1 Br -0.252 1.227 -4.379  -0.765
2 Ca -1.948 -6.810 0.148  1.265
3 Cl 3.501 5.854 -0.175  -0.624
4 S 5.187 -2.508 0.312  -0.218
5 Na 6.716 4.774 -4.418  0.947
6 F 2.245 -4.279 -0.283  -0.856
7 O 1.538 4.022 3.053  -0.466
8 O 0.021 -5.912 -3.146  -0.622
9 O 4.302 0.460 0.945  -0.205
10 O 6.530 1.005 1.062  -0.581
11 O 3.238 5.244 4.085  -0.585
12 O -7.351 -5.319 0.515  -0.538
13 O -9.530 -4.878 0.943  -0.305
14 O -8.565 -4.035 -0.900  -0.294
15 N 2.322 1.117 -2.953  -0.010
16 N -3.073 3.991 -1.114  -0.614
17 N 2.651 -2.125 -1.127  -0.202
18 N 2.667 -1.131 -2.126  0.112
19 N 4.260 3.433 -2.468  0.035
20 N 1.929 0.461 -0.540  1.722
21 C 2.501 3.326 2.166  -0.481
22 C 3.976 1.613 0.098  -1.913
23 C 1.723 6.637 2.698  -0.600
24 C 0.034 -3.636 1.603  -0.802
25 C -2.386 -4.619 1.763  -0.913
26 C -9.959 -3.787 -1.019  -0.302
27 C -1.654 4.477 -1.090  -0.657
28 C -10.451 -3.947 0.388  -0.321
29 C 1.642 2.391 -2.598  -1.419
30 C -4.932 -4.054 1.682  -0.311
31 C -0.400 -2.246 0.924  -0.719
32 C 0.693 -1.072 1.145  -0.220
33 C -8.386 -4.793 0.214  0.652
34 C 1.838 2.084 1.414  -1.437
35 C 0.856 3.969 -0.717  -1.272
36 C 3.320 3.955 -1.411  -2.238
37 C 5.390 0.817 3.305  -1.026
38 C -0.606 3.357 -0.542  -0.077
39 C 2.221 5.266 3.346  0.823
40 C 1.093 -5.227 -3.548  -0.265
41 C -5.232 -5.265 2.721  -0.900
42 C -0.941 -4.797 1.018  -0.764
43 C 5.480 0.786 1.713  0.724
44 C 0.627 -0.043 -0.117  -0.935
45 C 2.363 1.803 -0.069  0.510
46 C 3.823 -2.197 -0.564  0.379
47 C 2.299 0.146 -1.892  -0.787
48 C 4.368 4.351 -3.623  -0.823
49 C -3.639 -4.358 0.745  0.104
50 C 2.027 2.968 -1.138  3.332
51 H -0.816 2.377 -1.077  -0.030
52 H 0.709 2.185 1.525  0.453
53 H -3.507 -3.421 0.104  0.216
54 H -2.325 -3.677 2.421  0.375
55 H 1.342 -4.307 -2.985  -0.089
56 H 0.371 -0.510 2.084  0.559
57 H -10.399 -3.016 0.958  0.261
58 H 2.946 4.131 1.494  -0.179
59 H -2.527 -5.535 2.444  0.323
60 H -0.918 3.195 0.560  0.198
61 H -6.331 -5.335 3.020  0.296
62 H 5.187 3.241 -2.050  0.402
63 H 2.951 -1.437 -3.076  0.307
64 H 2.190 7.495 3.283  0.291
65 H -3.426 4.239 -2.055  0.279
66 H -1.608 5.322 -0.299  0.278
67 H 1.876 3.139 -3.445  0.016
68 H -1.413 -1.953 1.395  0.165
69 H 6.163 1.585 3.670  0.343
70 H -1.313 4.956 -2.068  0.360
71 H 1.078 4.600 0.220  0.178
72 H 1.753 -1.511 1.264  0.072
73 H -4.769 -3.110 2.300  0.406
74 H 0.486 2.182 -2.721  0.083
75 H -10.393 -4.524 -1.701  0.278
76 H 4.492 2.516 0.554  0.936
77 H -0.474 -5.861 1.124  0.331
78 H 5.730 -0.216 3.670  0.296
79 H 2.893 4.932 -1.840  0.750
80 H -10.144 -2.787 -1.414  0.295
81 H 5.028 3.832 -4.441  0.195
82 H 3.244 1.241 -3.384  0.369
83 H 2.119 1.148 2.032  0.654
84 H 4.359 1.121 3.675  0.312
85 H 4.869 5.364 -3.374  0.258
86 H 0.034 -3.601 2.744  0.275
87 H 2.065 -5.755 -3.527  0.210
88 H 0.209 -0.693 -0.978  0.559
89 H -5.873 -3.858 1.050  0.087
90 H -11.470 -4.334 0.432  0.283
91 H 0.584 6.640 2.723  0.264
92 H 3.856 4.284 -0.405  -0.142
93 H -4.581 -5.072 3.656  0.303
94 H -3.594 4.611 -0.478  0.270
95 H 4.491 1.415 -0.910  0.143
96 H -0.611 -2.464 -0.174  0.242
97 H -4.846 -6.223 2.228  0.114
98 H -1.128 -4.633 -0.127  0.788
99 H -3.882 -5.251 0.050  -0.005
100 H 2.133 6.665 1.615  0.052
101 H 1.080 -4.843 -4.588  0.266
102 H 1.094 -3.908 1.251  0.408
103 H -0.195 0.702 0.124  -0.027
104 H 3.304 2.905 2.882  0.229
105 H 3.371 4.574 -4.124  0.267
106 H 0.776 4.747 -1.570  0.642

Computed properties:
Charge: 0
Spin multiplicity: 1

=====

Computed, not measured: a cluster of 9 separate species, C9H9Cl27 in total in a non-equilibrium geometry, with ωB97M-V/def2-TZVPD.

Each line ends with the Mulliken charge.
CARTESIAN COORDINATES (ANGSTROEM)
1 Cl 20.717 -21.472 -4.367  -0.087
2 Cl 20.344 -20.219 -1.802  -0.126
3 Cl 22.778 -25.020 -12.600  -0.107
4 Cl 27.695 -22.948 -9.540  -0.023
5 Cl 27.859 -18.671 -5.614  -0.039
6 Cl 29.703 -23.935 -7.603  -0.110
7 Cl 25.532 -21.270 -4.009  0.057
8 Cl 25.558 -22.061 -14.002  -0.109
9 Cl 23.698 -18.777 -2.518  -0.048
10 Cl 25.326 -21.595 -6.957  -0.095
11 Cl 24.728 -17.241 -0.263  -0.153
12 Cl 22.569 -28.365 -6.198  -0.127
13 Cl 23.806 -26.283 -4.550  -0.081
14 Cl 25.252 -23.666 0.663  -0.130
15 Cl 23.957 -25.897 -0.751  -0.088
16 Cl 26.819 -23.525 -5.321  -0.135
17 Cl 18.430 -19.788 -4.052  -0.122
18 Cl 22.652 -24.560 1.513  -0.134
19 Cl 25.880 -19.870 -1.001  -0.127
20 Cl 25.302 -20.501 -11.545  -0.106
21 Cl 23.236 -23.227 -10.175  -0.096
22 Cl 25.430 -24.699 -11.454  -0.076
23 Cl 28.949 -17.802 -3.080  -0.104
24 Cl 28.530 -15.926 -5.409  -0.149
25 Cl 27.623 -20.180 -13.277  -0.136
26 Cl 22.539 -25.602 -7.153  -0.080
27 Cl 28.975 -25.736 -9.854  -0.146
28 C 23.704 -24.412 0.061  0.125
29 C 26.426 -21.320 -12.651  0.381
30 C 28.350 -24.408 -8.708  0.029
31 C 20.162 -19.975 -3.599  0.060
32 C 28.994 -17.600 -4.870  -0.025
33 C 22.494 -26.648 -5.686  -0.027
34 C 23.656 -24.809 -11.041  -0.025
35 C 25.359 -22.414 -5.309  -0.061
36 C 24.365 -18.918 -0.969  0.038
37 H 27.514 -24.841 -8.160  0.258
38 H 26.969 -22.071 -12.077  -0.056
39 H 23.192 -23.703 -0.590  0.225
40 H 24.439 -22.951 -5.078  0.256
41 H 29.992 -17.667 -5.302  0.318
42 H 21.555 -26.472 -5.162  0.321
43 H 23.774 -19.433 -0.212  0.277
44 H 20.807 -19.150 -3.902  0.269
45 H 23.456 -25.671 -10.406  0.313

Computed properties:
Charge: 0
Spin multiplicity: 1
SMILES string: ClC(Cl)Cl.ClC(Cl)Cl.ClC(Cl)Cl.ClC(Cl)Cl.ClC(Cl)Cl.ClC(Cl)Cl.ClC(Cl)Cl.ClC(Cl)Cl.ClC(Cl)Cl

=====

Computed, not measured: a cluster of 4 separate species, C10H30N2O4 in total in a non-equilibrium geometry, with ωB97M-V/def2-TZVPD.

Each line ends with the Mulliken charge.
CARTESIAN COORDINATES (ANGSTROEM)
1 O -2.296 -0.511 1.343  -0.501
2 O -0.755 3.747 -2.916  -0.367
3 O 3.487 -2.720 1.078  -0.303
4 O 0.627 0.329 -0.150  -0.589
5 N -2.062 0.679 -1.485  -0.497
6 N -0.069 -2.772 0.127  -0.594
7 C -2.118 2.058 -1.957  0.488
8 C 2.387 -2.930 0.227  -0.766
9 C 4.721 -2.542 0.432  -0.758
10 C 1.112 -2.677 1.008  0.508
11 C -2.710 2.952 -0.873  -1.333
12 C -0.700 2.464 -2.322  -0.665
13 C -2.355 0.418 2.452  -0.207
14 C -0.956 0.873 2.869  -0.685
15 C 0.511 4.321 -3.213  -0.720
16 C 0.987 -3.660 2.172  -1.595
17 H 0.487 4.721 -4.225  0.227
18 H 5.093 -3.524 0.108  0.287
19 H 0.801 -4.645 1.730  0.358
20 H -0.905 -2.712 0.711  0.238
21 H -0.355 -0.038 2.899  0.024
22 H -2.848 1.291 2.004  0.172
23 H -0.537 1.561 2.137  0.198
24 H -3.790 2.809 -0.810  0.341
25 H 0.204 -3.413 2.886  0.406
26 H -2.271 2.729 0.105  0.168
27 H 1.929 -3.713 2.723  0.362
28 H -0.968 1.397 3.824  0.407
29 H -2.491 4.004 -1.049  0.366
30 H -0.096 -3.766 -0.114  0.341
31 H -2.484 0.032 0.569  0.210
32 H 5.420 -2.149 1.167  0.255
33 H 1.183 -0.425 -0.371  0.255
34 H 2.432 -3.915 -0.266  0.363
35 H -2.735 2.214 -2.848  0.198
36 H 1.234 -1.679 1.437  0.253
37 H 4.701 -1.879 -0.439  0.309
38 H -2.973 0.078 3.280  0.344
39 H -2.991 0.281 -1.326  0.330
40 H -0.012 2.467 -1.469  0.374
41 H 0.672 5.179 -2.550  0.242
42 H -0.290 1.754 -3.061  0.377
43 H 2.469 -2.219 -0.612  0.346
44 H -0.266 -0.041 -0.078  0.318
45 H 1.296 3.592 -3.010  0.349
46 H -1.722 -0.017 -2.146  0.162

Computed properties:
Energy relative to the best compared isomer or geometry (same formula, charge and spin): 0.000 eV
Charge: 0
Spin multiplicity: 1
SMILES string: COC[C@H](C)N.COC[C@H](C)N.CCO.O

=====

Computed, not measured: the ion C41H38F6N3O with charge +1 in a non-equilibrium geometry, with ωB97M-V/def2-TZVPD.

Each line ends with the Mulliken charge.
CARTESIAN COORDINATES (ANGSTROEM)
1 F -2.258 4.956 3.861  -0.258
2 F 7.891 0.383 -0.732  -0.284
3 F -2.148 4.292 1.756  -0.244
4 F 7.442 -1.580 -1.651  -0.253
5 F 5.954 0.047 -1.750  -0.264
6 F -3.861 5.512 2.434  -0.289
7 O -4.378 -2.493 -3.547  -0.428
8 N -2.655 2.235 3.479  0.459
9 N -2.497 -0.471 -3.311  0.466
10 N 5.242 -2.038 -0.037  0.445
11 C -0.872 0.108 0.308  -1.040
12 C -2.282 2.261 -4.503  -0.295
13 C -2.498 1.903 4.846  -0.341
14 C 1.242 -0.951 -0.731  -0.421
15 C -0.274 0.123 1.581  -1.294
16 C 2.162 -0.005 -0.263  -0.619
17 C 6.714 -5.921 0.593  -0.342
18 C -2.925 3.453 -4.803  -0.716
19 C -2.764 1.339 1.219  -0.716
20 C 3.945 -1.658 -0.306  1.851
21 C -1.316 2.203 5.548  -0.028
22 C -3.175 4.380 -3.783  -0.464
23 C 6.524 -5.057 1.677  -0.803
24 C 5.645 -3.377 0.171  -0.426
25 C -3.554 1.209 6.912  -0.821
26 C 5.865 -4.231 -0.919  0.088
27 C 6.417 -5.493 -0.705  -0.871
28 C -1.279 2.035 6.934  -0.852
29 C 6.028 -3.775 1.466  -0.156
30 C 6.263 -1.042 0.314  -1.151
31 C -3.698 3.235 3.181  -1.109
32 C -0.225 -0.543 -0.923  1.841
33 C -4.793 -1.257 -4.119  -0.778
34 C -2.130 2.907 -2.170  -0.342
35 C -3.835 -0.098 -3.837  0.011
36 C 3.491 -0.345 -0.019  -1.088
37 C -2.391 1.527 7.617  -0.356
38 C -0.856 0.833 2.630  -0.744
39 C -3.053 -2.801 -3.991  -0.791
40 C 1.716 -2.221 -1.111  -0.851
41 C -2.161 0.633 0.192  -0.656
42 C -2.094 1.491 2.455  1.310
43 C 6.904 -0.528 -0.943  0.980
44 C -2.066 1.895 -3.153  -0.011
45 C -2.748 4.118 -2.471  -0.798
46 C 3.046 -2.585 -0.881  -0.860
47 C -3.625 1.433 5.544  -0.090
48 C -1.703 0.509 -2.838  -0.183
49 C -3.018 4.514 2.801  0.983
50 C -2.036 -1.881 -3.325  -0.018
51 C -0.355 0.251 -2.208  -0.976
52 H 1.841 1.017 -0.066  0.470
53 H -0.375 2.310 7.477  0.373
54 H 4.145 0.389 0.449  0.182
55 H -3.674 5.315 -4.016  0.414
56 H 3.402 -3.591 -1.129  0.431
57 H -2.695 0.510 -0.754  0.868
58 H 5.848 -0.205 0.875  0.344
59 H -0.361 0.896 3.598  0.461
60 H -4.419 0.797 7.427  0.384
61 H -4.256 3.415 4.101  0.532
62 H -3.719 0.437 -4.792  0.162
63 H -1.075 -1.970 -3.862  0.308
64 H -4.881 -1.360 -5.220  0.387
65 H 7.042 -1.555 0.883  0.495
66 H 0.672 -0.392 1.756  0.575
67 H -0.455 2.582 4.990  0.439
68 H 5.917 -3.060 2.281  0.461
69 H -4.353 2.920 2.369  0.274
70 H 7.112 -6.926 0.758  0.380
71 H 0.124 1.242 -2.095  0.406
72 H -5.775 -1.038 -3.673  0.339
73 H -2.342 1.376 8.697  0.380
74 H 1.050 -2.937 -1.601  0.412
75 H 6.769 -5.371 2.691  0.381
76 H -4.324 0.589 -3.129  0.369
77 H -2.902 -3.833 -3.640  0.367
78 H -4.537 1.236 4.979  0.438
79 H -0.774 -1.478 -1.088  0.109
80 H -1.744 2.709 -1.165  0.551
81 H 0.232 -0.259 -2.995  0.650
82 H 5.622 -3.870 -1.920  0.487
83 H -3.777 1.714 1.072  0.280
84 H -2.896 4.858 -1.683  0.457
85 H 6.611 -6.137 -1.563  0.370
86 H -3.226 3.643 -5.834  0.427
87 H -2.935 -2.722 -5.092  0.374
88 H -1.969 1.556 -5.284  0.637
89 H -1.898 -2.238 -2.290  0.219

Computed properties:
Energy relative to the best compared isomer or geometry (same formula, charge and spin): 0.000 eV
Charge: +1
Spin multiplicity: 1
SMILES string: FC(F)(F)CN(c1ccccc1)c1ccc(C(CC(c2ccccc2)=[N+]2CCOCC2)c2ccc(N(CC(F)(F)F)c3ccccc3)cc2)cc1

=====

Which orbital gap belongs to each record? In order, 0.3423; 0.1023; 0.4021; 0.3808; 0.2207 Eh.